Entry from OMol25: a cluster of 2 separate species, C3H7NO2 in total in a non-equilibrium geometry (ωB97M-V/def2-TZVPD).

Summary:
Electronic energy in eV: -8805.658

Structure (ORCA input):
```
! RIJCOSX wB97M-V def2-TZVPD def2/J DEFGRID3
* xyz 0 1
C -1.50713 -0.41373 0.42697
C -0.34654 -0.74732 -0.27475
C 1.78114 0.60755 0.01424
H -2.78107 1.11377 0.66652
H -1.84136 -1.47975 0.98067
H -1.21959 0.22932 1.32850
H -0.46529 -1.10298 -1.34730
H 0.35044 -1.34988 0.35146
H -0.16374 1.43522 -0.04010
H 1.98435 1.66148 0.41346
N 0.44331 0.51061 -0.11784
O -2.42100 0.34428 -0.34294
O 2.60453 -0.43933 0.02705
*
```